[1]
# C12H25N5O3

An isolated molecule of C12H25N5O3 at a distorted geometry (wB97M-V/def2-TZVPD, the OMol25 dataset).

Computed properties:
- LUMO energy: 0.57 eV
- Gap between HOMO and LUMO: 10.23 eV
- Energy relative to the best compared isomer or geometry (same formula, charge and spin): 359.7 kJ/mol
- HOMO level: -9.66 eV
- SMILES: [H]/N=C(\N)NCCC[C@H](NC(=O)[C@@H](N)CC(C)C)C(=O)O

The geometry in ORCA input format:
```
! RIJCOSX wB97M-V def2-TZVPD def2/J DEFGRID3
* xyz 0 1
C -1.218 0.740 -3.302
C 0.125 0.287 -2.720
C -1.458 2.246 -3.159
C -1.787 2.904 -1.726
C -2.999 2.267 -0.961
C -0.417 2.877 -0.858
C 0.855 -1.046 -0.803
C 1.768 -2.122 -1.425
C 0.118 -1.539 0.527
C 1.238 -1.671 1.634
C 0.634 -2.104 3.017
C 1.736 -1.079 4.775
H -3.158 0.380 -2.917
H -2.536 -0.749 -3.686
H -1.013 0.681 -4.414
H -0.597 2.687 -3.485
H -2.202 2.479 -3.902
H -2.108 3.985 -2.069
H -3.983 2.188 -1.568
H -3.330 2.787 -0.091
H -2.694 1.149 -0.788
H -0.355 3.812 -0.164
H -0.307 1.904 -0.389
H 0.306 3.030 -1.772
H -1.074 -0.923 -1.731
H 1.370 -0.144 -0.638
H -0.435 -2.398 0.295
H -0.665 -0.854 0.848
H 1.980 -2.421 1.317
H 1.803 -0.720 1.771
H -0.135 -1.294 3.372
H 0.068 -3.128 2.817
H 1.355 -3.004 4.716
H 1.490 0.679 5.292
H 3.077 -2.359 5.584
H 3.401 -0.491 6.076
H 2.489 -0.660 -2.624
N -2.318 -0.098 -2.863
N -0.105 -0.739 -1.878
N 1.606 -2.249 4.076
N 1.258 0.052 4.514
N 2.697 -1.363 5.924
O 1.178 1.005 -2.959
O 1.799 -3.347 -1.154
O 2.543 -1.633 -2.509
*
```

These are the Löwdin partial charges, in e, on atoms 1 to 4:
1 C -0.310
2 C -0.380
3 C -0.139
4 C -0.353

=====

[2]
# C12H25NO4Si

An isolated molecule of C12H25NO4Si at a distorted geometry (wB97M-V/def2-TZVPD, the OMol25 dataset).

Computed properties:
- LUMO energy: 0.57 eV
- Gap between HOMO and LUMO: 9.37 eV
- Energy relative to the best compared isomer or geometry (same formula, charge and spin): 414.7 kJ/mol
- HOMO level: -8.80 eV
- SMILES: C[Si](C)(C)/C=C/CN1C[C@H](O)[C@@H](O)[C@H](O)[C@H]1CO

The geometry in ORCA input format:
```
! RIJCOSX wB97M-V def2-TZVPD def2/J DEFGRID3
* xyz 0 1
O -2.743 -1.341 -0.104
O 0.077 -4.130 -3.492
O -1.756 -3.333 -1.590
O 2.494 -2.588 -3.827
C 0.696 1.235 0.646
C -0.118 2.195 1.008
N 0.806 -0.490 -1.180
C 0.990 0.933 -0.769
C 1.668 -0.809 -2.376
C -1.386 -0.978 0.051
C -0.610 1.067 3.887
C 1.167 3.543 3.328
C -1.784 3.680 2.878
C 0.204 -2.821 -2.982
C -0.559 -2.615 -1.681
C 1.642 -2.326 -2.743
C -0.584 -1.087 -1.272
Si -0.303 2.540 2.761
H -2.754 -2.096 -0.723
H 0.856 -4.690 -3.268
H -1.656 -4.196 -2.024
H 2.091 -2.174 -4.627
H 1.180 0.602 1.400
H -0.577 2.864 0.306
H 0.410 1.570 -1.448
H 2.052 1.154 -0.936
H 2.700 -0.452 -2.217
H 1.239 -0.319 -3.236
H -1.382 0.028 0.481
H -0.995 -1.664 0.810
H -0.560 1.503 4.892
H 0.194 0.351 3.771
H -1.561 0.534 3.757
H 1.063 3.730 4.378
H 1.184 4.554 2.824
H 2.118 2.990 3.168
H -2.702 3.129 2.902
H -1.802 4.360 2.021
H -1.739 4.226 3.828
H -0.325 -2.187 -3.729
H 0.109 -3.086 -0.924
H 2.052 -2.891 -1.892
H -1.096 -0.516 -2.059
*
```

These are the Löwdin partial charges, in e, on atoms 1 to 4:
1 O -0.066
2 O -0.006
3 O -0.012
4 O -0.017

=====

[3]
# C12H26BNO7S

A structure of composition C12H26BNO7S at a distorted geometry (wB97M-V/def2-TZVPD, the OMol25 dataset).

Computed properties:
- LUMO energy: 0.14 eV
- Gap between HOMO and LUMO: 9.33 eV
- HOMO level: -9.19 eV

The geometry in ORCA input format:
```
! RIJCOSX wB97M-V def2-TZVPD def2/J DEFGRID3
* xyz 0 1
C 0.425 3.143 1.689
N -0.733 2.257 1.888
C -0.367 0.869 1.679
C -1.608 -0.053 1.557
C -2.295 0.092 0.226
C -1.379 -0.194 -0.992
C -1.310 0.957 -1.990
C 0.105 1.323 -2.447
C 0.684 0.349 -3.488
C 2.080 -0.209 -3.210
C 2.322 -0.739 -1.812
O 3.675 -0.542 -1.476
C 3.988 -1.104 -0.218
O -2.574 0.499 2.561
S -2.163 -0.075 3.990
O -3.254 -0.726 4.570
O -1.430 0.837 4.756
O -1.101 -1.220 3.471
C -1.477 -1.439 2.104
B -0.736 -2.573 1.269
O -1.374 -3.736 1.000
O 0.505 -2.427 0.772
H 0.958 3.258 2.624
H 0.048 4.119 1.420
H 1.084 2.795 0.893
H -1.407 2.528 1.182
H 0.240 0.787 0.776
H 0.268 0.535 2.488
H -3.126 -0.607 0.214
H -2.718 1.081 0.138
H -0.408 -0.479 -0.627
H -1.764 -1.080 -1.480
H -1.843 0.676 -2.891
H -1.778 1.861 -1.614
H 0.003 2.288 -2.929
H 0.765 1.488 -1.605
H 0.750 0.892 -4.421
H -0.011 -0.459 -3.680
H 2.866 0.493 -3.457
H 2.222 -1.050 -3.879
H 1.679 -0.303 -1.054
H 2.122 -1.815 -1.813
H 4.213 -2.161 -0.341
H 3.168 -1.005 0.485
H 4.852 -0.607 0.193
H -2.516 -1.784 2.173
H -2.302 -3.702 1.278
H 0.650 -3.039 0.028
*
```

These are the Löwdin partial charges, in e, on atoms 1 to 4:
1 C -0.101
2 N -0.080
3 C -0.146
4 C -0.379

=====

[4]
# C12H26ClINP2SYb

A structure of composition C12H26ClINP2SYb at a distorted geometry (wB97M-V/def2-TZVPD, the OMol25 dataset).

Computed properties:
- ⟨S²⟩: 0.756
- LUMO energy (alpha / beta): -6.62 / -8.70 eV
- Gap between HOMO and LUMO (alpha / beta): 7.74 / 5.65 eV
- Energy relative to the best compared isomer or geometry (same formula, charge and spin): 0.0 kJ/mol
- HOMO level (alpha / beta): -14.36 / -14.35 eV

The geometry in ORCA input format:
```
! RIJCOSX wB97M-V def2-TZVPD def2/J DEFGRID3
* xyz 2 2
C -2.078 -0.183 0.619
I 1.251 -0.253 0.514
H -1.101 -0.118 0.108
H -2.847 0.169 -0.081
H -2.323 -1.205 0.943
Yb 1.871 0.856 -2.547
P 0.103 2.855 -1.432
C -0.119 3.914 0.051
C 1.816 3.338 -1.903
H 1.902 4.405 -1.680
H -0.466 4.902 -2.656
H 2.015 3.232 -2.987
H -0.723 3.416 -3.643
H 0.574 3.600 0.843
H 2.587 2.824 -1.294
C -0.829 3.866 -2.645
H 0.061 4.968 -0.210
H -1.888 3.851 -2.354
H -1.149 3.795 0.414
P -0.008 -2.437 -1.374
C -0.192 -3.683 -0.019
C -1.099 -3.269 -2.597
H 1.847 -2.490 -2.947
H 1.488 -4.127 -2.282
H 2.388 -2.914 -1.290
C 1.598 -3.059 -2.037
H -1.051 -2.707 -3.536
H -0.787 -4.308 -2.763
H -0.003 -4.695 -0.411
H -1.215 -3.634 0.380
H -2.131 -3.254 -2.227
H 0.507 -3.458 0.795
Cl 0.591 -0.027 -4.370
S -2.115 1.046 1.966
C -0.947 0.300 3.002
N -1.109 -1.023 3.305
C -0.172 -1.723 4.008
C 0.941 -1.068 4.490
C 1.091 0.305 4.258
C 0.137 0.994 3.522
H -1.947 -1.496 2.966
H -0.354 -2.782 4.129
H 1.696 -1.617 5.041
H 1.963 0.840 4.634
H 0.228 2.054 3.295
*
```

These are the Löwdin partial charges, in e, on atoms 1 to 4:
1 C -0.431
2 I 0.440
3 H -0.161
4 H 0.056

=====

[5]
# C12H26F3N3O6S

A cluster of 4 separate species, C12H26F3N3O6S in total at a distorted geometry (wB97M-V/def2-TZVPD, the OMol25 dataset).

Computed properties:
- LUMO energy: 0.43 eV
- Gap between HOMO and LUMO: 10.01 eV
- HOMO level: -9.58 eV

The geometry in ORCA input format:
```
! RIJCOSX wB97M-V def2-TZVPD def2/J DEFGRID3
* xyz 0 1
O 2.745 3.771 -1.140
S 3.370 2.452 -1.444
O 3.622 1.745 0.088
O 2.341 1.383 -2.202
C 0.954 1.780 -2.175
C 0.199 1.354 -0.814
C -0.984 2.367 -0.452
F -1.577 2.937 -1.566
F -1.980 1.628 0.193
F -0.428 3.329 0.396
H 4.594 1.664 0.174
H 0.432 1.157 -2.992
H 0.752 2.856 -2.443
H 0.904 1.201 0.052
H -0.272 0.335 -1.022
C 7.141 1.540 3.765
C 5.929 0.649 3.676
O 6.000 -0.507 3.285
N 4.727 1.168 4.047
C 4.436 2.501 4.533
H 8.019 0.986 3.437
H 7.018 2.409 3.117
H 7.299 1.858 4.798
H 3.964 0.513 3.960
H 3.991 2.417 5.527
H 3.712 2.964 3.859
H 5.327 3.122 4.587
C -6.209 -1.554 -0.653
C -5.539 -2.245 0.505
O -5.484 -3.464 0.590
N -4.983 -1.469 1.474
C -4.943 -0.022 1.552
H -6.602 -2.302 -1.340
H -7.039 -0.942 -0.297
H -5.487 -0.935 -1.191
H -4.554 -2.001 2.216
H -3.898 0.289 1.587
H -5.439 0.287 2.475
H -5.433 0.449 0.704
C -0.823 -2.896 -4.827
C -0.949 -1.999 -3.625
O -0.522 -0.850 -3.624
N -1.559 -2.500 -2.518
C -2.124 -3.820 -2.323
H -0.317 -2.358 -5.627
H -0.232 -3.779 -4.577
H -1.813 -3.192 -5.181
H -1.606 -1.842 -1.754
H -3.183 -3.710 -2.081
H -1.615 -4.293 -1.481
H -2.019 -4.446 -3.206
*
```

These are the Löwdin partial charges, in e, on atoms 1 to 4:
1 O -0.425
2 S 0.964
3 O -0.304
4 O -0.348

=====

[6]
# C12H26N2O4

A cluster of 2 separate species, C12H26N2O4 in total at a distorted geometry (wB97M-V/def2-TZVPD, the OMol25 dataset).

Computed properties:
- LUMO energy: 0.27 eV
- Gap between HOMO and LUMO: 9.93 eV
- Energy relative to the best compared isomer or geometry (same formula, charge and spin): 0.0 kJ/mol
- HOMO level: -9.67 eV
- SMILES: CC[C@H](C)[C@H](N)C(=O)O.CC(C)C[C@H](N)C(=O)O

The geometry in ORCA input format:
```
! RIJCOSX wB97M-V def2-TZVPD def2/J DEFGRID3
* xyz 0 1
C -3.086 -1.249 -0.520
C -2.048 -1.225 0.607
C -3.800 0.115 -0.699
C -4.671 0.471 0.507
C -2.868 1.274 -1.116
C -2.172 2.049 0.006
C 2.388 -1.158 -0.061
C 2.673 -2.608 -0.492
C 3.694 -0.379 0.098
C 3.525 1.114 0.404
C 4.894 1.753 0.641
C 2.775 1.852 -0.706
H -4.335 -2.265 0.687
H -3.644 -3.201 -0.435
H -2.573 -1.472 -1.467
H -4.476 -0.073 -1.544
H -4.087 0.538 1.431
H -5.169 1.435 0.347
H -5.451 -0.282 0.652
H -3.473 1.987 -1.691
H -2.119 0.897 -1.833
H -2.902 2.536 0.660
H -1.535 1.417 0.631
H -1.541 2.836 -0.420
H -0.750 -0.636 -0.667
H 2.065 -1.156 1.970
H 0.908 -0.356 1.140
H 1.808 -0.728 -0.885
H 4.279 -0.511 -0.821
H 4.280 -0.850 0.901
H 2.943 1.212 1.334
H 4.796 2.812 0.901
H 5.433 1.253 1.454
H 5.513 1.686 -0.263
H 1.750 1.485 -0.836
H 2.711 2.924 -0.488
H 3.295 1.736 -1.666
H 1.247 -2.989 0.629
N -4.078 -2.292 -0.298
N 1.511 -1.171 1.116
O -2.310 -1.517 1.745
O -0.789 -0.858 0.275
O 3.557 -2.902 -1.258
O 1.833 -3.504 0.029
*
```

These are the Löwdin partial charges, in e, on atoms 1 to 4:
1 C -0.301
2 C -0.465
3 C -0.329
4 C -0.063